<one>
This record from the Open Molecules 2025 dataset describes an isolated molecule of CH4N2O. The level of theory is ωB97M-V with the def2-TZVPD basis set.

* net charge: 0
* SMILES: N/N=C\O
* orbital gap: 10.663 eV
* multiplicity: 1
* M: 60.06 g mol⁻¹

Each line ends with the Mulliken charge.
Positions of all 8 atoms, in Å:
N 0.86590 0.75365 -0.07044  -0.523
C -0.71258 -0.85151 0.12963  0.126
O -1.55358 0.06172 -0.31994  -0.499
N 0.53866 -0.64834 0.26058  -0.491
H -0.94216 0.89591 -0.46029  0.503
H 1.35144 1.10353 0.75403  0.256
H 1.58072 0.47418 -0.76668  0.269
H -1.12840 -1.78914 0.47310  0.359

=====

<two>
This record from the Open Molecules 2025 dataset describes an isolated molecule of CH4N2O. The level of theory is ωB97M-V with the def2-TZVPD basis set.

* net charge: 0
* SMILES: [H]/N=C\NO
* orbital gap: 10.260 eV
* multiplicity: 1
* M: 60.06 g mol⁻¹

Each line ends with the Mulliken charge.
Positions of all 8 atoms, in Å:
C -0.79020 0.46217 -0.00176  0.015
H 1.68177 -0.73374 0.60682  0.362
H 1.03908 1.24893 -0.44121  0.254
H -1.44841 1.31329 -0.15848  0.341
H -0.77394 -1.51317 0.05540  0.292
N 0.56097 0.56516 0.11176  -0.220
N -1.38095 -0.68332 -0.01920  -0.608
O 1.11168 -0.65931 -0.15333  -0.436

=====

<three>
This record from the Open Molecules 2025 dataset describes a cluster of 2 separate species, CH4N2O in total. The level of theory is ωB97M-V with the def2-TZVPD basis set.

* net charge: 0
* orbital gap (alpha / beta): 9.145 / 9.147 eV
* multiplicity: 1
* M: 60.06 g mol⁻¹

Each line ends with the Mulliken charge.
Positions of all 8 atoms, in Å:
C -1.12866 -0.12286 -0.05901  0.189
N -0.83245 -1.04392 -0.87015  -0.558
N 2.68672 1.19425 -0.14259  -0.213
O -0.94587 -0.01760 1.23596  -0.464
H -1.60760 0.73117 -0.54341  0.344
H -0.38721 -1.86908 -0.47482  0.186
H 2.79677 2.02999 -0.71229  0.218
H -0.58169 -0.90196 1.56631  0.299

=====

Most stable to least stable, the ends of the list are <one> and <three>.

=====

<one>
This record from the Open Molecules 2025 dataset describes an isolated molecule of CH4N2O. The level of theory is ωB97M-V with the def2-TZVPD basis set.

* net charge: 0
* SMILES: NC(N)=O
* orbital gap: 10.651 eV
* multiplicity: 1
* M: 60.06 g mol⁻¹

Each line ends with the Mulliken charge.
Positions of all 8 atoms, in Å:
C 0.01738 0.12515 -0.00239  0.550
H -1.23701 -1.57036 0.25545  0.219
H -2.02300 0.02574 0.11621  0.251
H 1.91255 -0.01824 -0.19480  0.233
H 1.26870 -1.65700 0.22058  0.213
N -1.19529 -0.54763 -0.08529  -0.460
N 1.12787 -0.62630 -0.01086  -0.400
O 0.05579 1.33581 0.03625  -0.606

=====

<two>
This record from the Open Molecules 2025 dataset describes a cluster of 2 separate species, CH4N2O in total. The level of theory is ωB97M-V with the def2-TZVPD basis set.

* net charge: 0
* SMILES: N=C=O.N
* orbital gap: 10.323 eV
* multiplicity: 1
* M: 60.06 g mol⁻¹

Each line ends with the Mulliken charge.
Positions of all 8 atoms, in Å:
C 0.32964 -0.33650 -1.66371  0.465
N 0.39467 -0.88899 -2.71408  -0.376
N -0.61607 0.69422 2.30730  -0.742
O 0.06021 0.19807 -0.67535  -0.384
H -0.19102 -0.17844 2.59817  0.233
H 1.09471 -1.25060 -3.31764  0.278
H 0.13243 1.28026 1.95592  0.263
H -1.20456 0.48199 1.50940  0.264

=====

<three>
This record from the Open Molecules 2025 dataset describes an isolated molecule of CH4N2O. The level of theory is ωB97M-V with the def2-TZVPD basis set.

* net charge: 0
* SMILES: [H]/N=C\NO
* orbital gap: 10.863 eV
* multiplicity: 1
* M: 60.06 g mol⁻¹

Each line ends with the Mulliken charge.
Positions of all 8 atoms, in Å:
C 0.79192 -0.43654 -0.03609  0.099
H -1.90028 0.31294 0.32939  0.344
H -0.12923 0.27048 -1.68677  0.298
H 1.56329 -0.94921 -0.70113  0.264
H 0.39952 0.34464 1.65298  0.242
N -0.38108 -0.27888 -0.76130  -0.269
N 1.13031 -0.24646 1.18103  -0.541
O -1.24118 0.78973 -0.28950  -0.439

=====

Most stable to least stable, the ends of the list are <one> and <three>.

=====

<one>
This record from the Open Molecules 2025 dataset describes a cluster of 2 separate species, CH4N2O in total. The level of theory is ωB97M-V with the def2-TZVPD basis set.

* net charge: 0
* orbital gap (alpha / beta): 9.436 / 6.703 eV
* multiplicity: 1
* M: 60.06 g mol⁻¹

Each line ends with the Mulliken charge.
Positions of all 8 atoms, in Å:
C 0.63162 0.66550 -1.41097  0.002
N -0.35589 -0.67959 1.05632  -0.091
N -0.46028 0.56236 1.32914  -0.550
O 1.05160 -0.48581 -1.32734  -0.317
H 0.65343 1.18096 -2.42498  0.237
H 0.55356 -1.03713 1.58100  0.278
H -0.85991 -1.26716 0.30991  0.238
H -1.21414 1.06088 0.88693  0.204

=====

<two>
This record from the Open Molecules 2025 dataset describes a cluster of 2 separate species, CH4N2O in total. The level of theory is ωB97M-V with the def2-TZVPD basis set.

* net charge: 0
* SMILES: N=C=O.N
* orbital gap: 10.886 eV
* multiplicity: 1
* M: 60.06 g mol⁻¹

Each line ends with the Mulliken charge.
Positions of all 8 atoms, in Å:
C -2.77688 -0.16090 -0.09611  0.486
N -2.35893 -1.21274 0.27939  -0.415
N 0.89085 0.74158 0.03130  -0.649
O -3.14636 0.91789 -0.10465  -0.345
H 1.61836 0.42504 -0.56707  0.219
H -1.73158 -1.91890 -0.07024  0.287
H 0.03472 0.16120 -0.14550  0.189
H 1.16459 0.50869 0.95959  0.227

=====

Most stable to least stable, the ends of the list are <two> and <one>.

=====

<one>
This record from the Open Molecules 2025 dataset describes a cluster of 2 separate species, CH4N2O in total. The level of theory is ωB97M-V with the def2-TZVPD basis set.

* net charge: 0
* SMILES: N=C=N.O
* orbital gap: 10.597 eV
* multiplicity: 1
* M: 60.06 g mol⁻¹

Each line ends with the Mulliken charge.
Positions of all 8 atoms, in Å:
N 0.46619 -0.29960 0.15254  -0.460
C 1.45898 0.39751 0.21882  0.370
O -2.28783 -0.40746 -0.24191  -0.709
N 2.56408 0.79536 -0.09046  -0.453
H -2.48504 -0.90719 -1.04012  0.329
H -0.44923 0.04947 -0.08052  0.329
H 3.21034 1.29756 0.48667  0.252
H -2.47748 -0.92566 0.59499  0.340

=====

<two>
This record from the Open Molecules 2025 dataset describes an isolated molecule of CH4N2O. The level of theory is ωB97M-V with the def2-TZVPD basis set.

* net charge: 0
* SMILES: [H]/N=C(\N)O
* orbital gap: 10.040 eV
* multiplicity: 1
* M: 60.06 g mol⁻¹

Each line ends with the Mulliken charge.
Positions of all 8 atoms, in Å:
N 0.71397 -0.52372 -0.96174  -0.707
O 0.72480 -0.71548 1.18886  -0.556
C 0.14424 -0.16752 0.10536  0.654
N -0.96621 0.56408 0.10863  -0.448
H 0.32724 -0.08992 -1.76435  0.193
H 1.56607 -1.08386 0.77002  0.411
H -1.01678 1.46632 -0.41313  0.238
H -1.49332 0.55011 0.96635  0.216

=====

Most stable to least stable, the ends of the list are <two> and <one>.

=====

<one>
This record from the Open Molecules 2025 dataset describes an isolated molecule of C3HNO3. The level of theory is ωB97M-V with the def2-TZVPD basis set.

* net charge: 0
* SMILES: O=C1N=COC1=O
* orbital gap: 9.058 eV
* multiplicity: 1
* M: 99.05 g mol⁻¹

Each line ends with the Mulliken charge.
Positions of all 8 atoms, in Å:
C -0.81519 -0.81268 -0.16672  0.520
C -0.08548 1.17731 -0.02898  0.167
C 0.90857 -0.64203 -0.00235  0.525
H 0.02039 2.41817 0.20179  0.323
N 1.12139 0.70903 0.26110  -0.378
O -1.55910 -1.69983 0.25467  -0.432
O -1.22057 0.49354 -0.31188  -0.262
O 1.62998 -1.64352 -0.20763  -0.463

=====

<two>
This record from the Open Molecules 2025 dataset describes an isolated molecule of C3HNO3. The level of theory is ωB97M-V with the def2-TZVPD basis set.

* net charge: 0
* SMILES: O=C1N=COC1=O
* orbital gap: 9.323 eV
* multiplicity: 1
* M: 99.05 g mol⁻¹

Each line ends with the Mulliken charge.
Positions of all 8 atoms, in Å:
C 0.08656 -0.04577 0.17599  0.045
C 0.24712 0.13644 2.33752  0.468
C 1.51777 0.71597 1.64742  0.579
N -0.59623 -0.23169 1.22765  -0.445
O 0.05937 0.03041 3.51023  -0.419
O 2.46574 1.25771 2.02898  -0.391
O 1.21177 0.68844 0.27419  -0.332
H -0.28607 -0.42546 -0.68552  0.495

=====

Most stable to least stable, the ends of the list are <two> and <one>.

=====

<one>
This record from the Open Molecules 2025 dataset describes a cluster of 2 separate species, C2H3NS in total. The level of theory is ωB97M-V with the def2-TZVPD basis set.

* net charge: 0
* orbital gap: 9.349 eV
* multiplicity: 1
* M: 73.12 g mol⁻¹

Each line ends with the Mulliken charge.
Positions of all 7 atoms, in Å:
C -1.53107 -0.97766 -0.25011  0.046
C 1.01507 -0.10932 -0.01460  -0.268
N 0.63606 1.06378 -0.20265  -0.527
S -2.86319 -0.20203 -0.20198  -0.055
H 0.87753 -0.74869 0.87235  0.294
H 1.67896 -0.62324 -0.67622  0.260
H 0.18663 1.59716 0.47320  0.250

=====

<two>
This record from the Open Molecules 2025 dataset describes an isolated molecule of C2H3NS. The level of theory is ωB97M-V with the def2-TZVPD basis set.

* net charge: 0
* orbital gap (alpha / beta): 8.535 / 7.189 eV
* multiplicity: 1
* M: 73.12 g mol⁻¹

Each line ends with the Mulliken charge.
Positions of all 7 atoms, in Å:
C 1.70947 0.44507 -0.03481  0.101
C 0.15518 0.20416 -0.27772  -0.061
N 0.07708 -1.08559 -0.21217  -0.553
S 3.14759 -0.08491 0.01849  -0.176
H -0.26446 0.87357 0.47403  0.230
H -0.16882 0.43822 -1.35620  0.253
H -0.14133 -1.50398 0.73120  0.206

=====

<three>
This record from the Open Molecules 2025 dataset describes an isolated molecule of C2H3NS. The level of theory is ωB97M-V with the def2-TZVPD basis set.

* net charge: 0
* SMILES: CC1=NS1
* orbital gap: 8.840 eV
* multiplicity: 1
* M: 73.12 g mol⁻¹

Each line ends with the Mulliken charge.
Positions of all 7 atoms, in Å:
C -0.55055 0.06174 0.39029  0.478
C 0.66914 -0.07785 -0.37951  -0.660
N -1.15364 -0.24766 1.52249  -0.444
S -2.13793 0.72002 0.22773  -0.152
H 0.95143 -1.11861 -0.54845  0.270
H 1.53910 0.29940 0.27708  0.244
H 0.68244 0.36296 -1.48963  0.263

=====

Most stable to least stable, the ends of the list are <three> and <two>.